No. 1
Here is a molecular structure, C23H37O2Pb at a distorted geometry from the OMol25 dataset. Energies are from the ωB97M-V functional and the def2-TZVPD basis.

```
63
Properties=species:S:1:pos:R:3:mulliken_charge:R:1
O 1.077 0.174 -0.985 -0.49
C 1.438 0.827 -2.243 0.01
C 2.943 0.675 -1.997 -0.98
H 1.116 1.868 -2.191 -0.30
H 1.037 0.275 -3.103 0.38
C 2.512 0.034 -0.640 1.64
H 3.472 1.630 -1.881 0.27
H 3.408 0.042 -2.763 0.33
C 2.862 0.919 0.547 -1.37
H 2.461 1.922 0.349 0.27
H 3.955 0.979 0.684 0.42
H 2.422 0.568 1.494 0.10
C 2.913 -1.429 -0.519 -0.97
H 2.653 -1.946 -1.452 0.47
H 2.406 -1.904 0.325 -0.55
H 3.998 -1.559 -0.364 0.46
Pb -0.986 -0.751 0.724 1.40
C -0.448 -4.404 0.453 -0.78
C -1.703 -4.060 -0.088 -0.38
C -1.478 -3.143 -1.154 -1.02
H -2.658 -4.464 0.246 0.50
C -0.072 -2.913 -1.250 -0.48
C 0.560 -3.709 -0.258 -0.21
H 1.631 -3.762 -0.063 0.62
H -0.296 -5.107 1.268 0.68
H -2.236 -2.771 -1.838 0.57
H 0.429 -2.325 -2.018 0.43
C -0.671 -3.056 3.184 -0.51
C 0.646 -3.255 2.688 -0.52
C 1.346 -2.026 2.742 -0.40
H 1.097 -4.205 2.381 0.76
C 0.484 -1.063 3.351 -0.75
C -0.767 -1.710 3.633 -0.92
H -1.593 -1.296 4.218 0.82
H -1.462 -3.814 3.239 0.40
H 2.387 -1.883 2.434 0.60
H 0.772 -0.052 3.649 0.52
O 1.454 3.614 -1.380 -0.35
C 2.718 3.979 -2.035 -0.28
C 2.575 5.332 -2.758 -0.65
H 2.946 3.225 -2.822 0.24
H 3.552 3.937 -1.309 0.37
C 1.042 5.565 -2.816 -0.49
H 3.026 5.237 -3.757 0.28
H 3.100 6.112 -2.188 0.25
C 0.420 4.452 -1.942 -0.43
H 0.681 5.470 -3.848 0.25
H 0.742 6.540 -2.425 0.29
H -0.237 3.788 -2.539 0.20
H -0.205 4.873 -1.144 0.33
C -5.626 -0.211 0.908 -1.52
C -4.156 -0.063 1.327 0.67
C -3.959 -0.460 2.788 -1.01
C -3.285 -0.878 0.375 -1.52
H -5.896 -1.276 0.917 0.36
H -5.762 0.141 -0.120 0.40
H -6.320 0.325 1.568 0.41
H -3.837 0.989 1.196 0.27
H -4.095 -1.544 2.911 0.31
H -2.956 -0.198 3.151 0.09
H -4.687 0.059 3.428 0.44
H -3.261 -0.399 -0.606 0.63
H -3.629 -1.913 0.320 0.45
```

As for the HOMO-LUMO gap (alpha / beta): 4.37 / 4.68 eV. The calculation puts the largest force on an atom at 0.041 Eh/bohr. Its net charge is +1. For the HOMO energy (alpha / beta), the calculation gives -10.61 / -10.51 eV.

***

No. 2
Here is a single C5H14N2 molecule from the OMol25 dataset. Energies are from the ωB97M-V functional and the def2-TZVPD basis.

```
21
Properties=species:S:1:pos:R:3:mulliken_charge:R:1
C 0.380 0.743 2.933 -1.20
C -0.173 -0.167 1.819 -0.73
C 0.371 0.046 0.410 0.53
C 0.700 1.482 0.093 -1.41
N -0.609 -0.477 -0.564 -0.52
C 0.005 -1.079 -1.760 -0.31
N -0.739 -0.755 -2.934 -0.50
H 0.694 0.114 3.774 0.33
H 1.336 1.180 2.655 0.34
H -0.322 1.512 3.247 0.29
H -0.042 -1.196 2.166 0.35
H -1.245 -0.022 1.732 0.41
H 1.298 -0.540 0.277 0.17
H -0.096 2.175 0.373 0.28
H 1.634 1.765 0.580 0.38
H 0.866 1.613 -0.976 0.39
H -1.099 -1.238 -0.102 0.25
H 1.042 -0.727 -1.810 0.32
H 0.090 -2.167 -1.612 0.26
H -0.250 -0.547 -3.783 0.18
H -1.620 -0.280 -2.826 0.20
```

As for the HOMO-LUMO gap: 9.83 eV. The calculation puts the largest force on an atom at 0.019 Eh/bohr. As for the SMILES: CC[C@H](C)NCN. Its net charge is 0. For the HOMO energy, the calculation gives -8.67 eV.

***

No. 3
Here is 2 unconnected molecules or ions with the total composition C6H11N2 at a distorted geometry from the OMol25 dataset. Energies are from the ωB97M-V functional and the def2-TZVPD basis.

```
19
Properties=species:S:1:pos:R:3:mulliken_charge:R:1
C 1.502 0.138 -2.152 -1.12
C 0.877 0.743 -0.963 -0.08
C -0.331 0.304 -0.402 0.79
C -1.087 1.099 0.492 -0.67
N -2.385 0.629 0.484 0.05
C -2.502 -0.379 -0.383 -0.57
C -1.230 -0.632 -0.968 -0.23
N 1.741 -1.189 3.111 -0.27
H 1.790 -0.842 -1.710 0.35
H 2.441 0.611 -2.403 0.34
H 1.328 1.621 -0.504 0.42
H 2.587 -0.795 3.498 0.36
H -0.868 1.972 1.092 0.44
H -3.210 1.109 0.842 0.31
H -3.411 -0.908 -0.635 0.42
H -1.030 -1.435 -1.664 0.45
H 0.863 -0.039 -3.012 0.38
H 0.999 -0.497 3.108 0.31
H 1.926 -1.513 2.168 0.32
```

As for the HOMO-LUMO gap (alpha / beta): 8.11 / 3.00 eV. As for the multiplicity: 2. The calculation puts the largest force on an atom at 0.069 Eh/bohr. Its net charge is +2. For the HOMO energy (alpha / beta), the calculation gives -17.73 / -16.45 eV.

***

No. 4
Here is a single C5H2BrN3 molecule at a distorted geometry from the OMol25 dataset. Energies are from the ωB97M-V functional and the def2-TZVPD basis.

```
11
Properties=species:S:1:pos:R:3:mulliken_charge:R:1
N 1.535 1.425 1.611 -0.33
C 0.981 1.249 0.643 0.17
C 0.228 0.861 -0.557 -0.40
C -0.382 -0.564 -0.265 0.26
Br -1.788 -0.981 -1.728 -0.02
C -1.243 -0.226 0.848 0.12
N -1.840 0.161 1.740 -0.35
C 0.544 -1.660 -0.091 0.14
N 1.315 -2.478 -0.005 -0.29
H 1.061 0.556 -1.213 0.31
H -0.412 1.656 -0.983 0.39
```

As for the HOMO-LUMO gap: 10.22 eV. The calculation puts the largest force on an atom at 0.063 Eh/bohr. As for the SMILES: N#CCC(Br)(C#N)C#N. Its net charge is 0. For the HOMO energy, the calculation gives -11.77 eV.

***

No. 5
Here is a molecular structure, C31H31BCoF5N9S from the OMol25 dataset. Energies are from the ωB97M-V functional and the def2-TZVPD basis.

```
79
Properties=species:S:1:pos:R:3:mulliken_charge:R:1
Co 0.253 -0.150 -0.317 1.45
C -0.639 -2.869 -3.035 -1.32
C -1.697 -2.220 -2.199 0.71
C -3.075 -2.489 -2.230 -1.39
C -3.641 -1.610 -1.327 0.84
C -5.078 -1.427 -0.964 -1.45
N -2.641 -0.874 -0.809 0.37
N -1.445 -1.249 -1.332 0.14
B -2.734 0.327 0.164 -0.94
N -2.075 1.549 -0.539 1.67
N -0.920 1.399 -1.253 -0.06
C -0.801 2.476 -2.022 0.61
C 0.267 2.640 -3.056 -1.61
C -1.875 3.347 -1.792 -1.47
C -2.660 2.725 -0.845 0.68
C -3.935 3.194 -0.224 -1.37
N -2.038 -0.065 1.481 0.58
N -0.827 -0.684 1.462 0.62
C -0.518 -0.964 2.727 0.48
C 0.736 -1.660 3.154 -1.43
C -1.551 -0.539 3.569 -1.54
C -2.490 0.040 2.742 0.90
C -3.787 0.686 3.102 -1.34
H -1.096 -3.295 -3.928 0.46
H -0.141 -3.680 -2.499 0.14
H 0.116 -2.145 -3.348 0.14
H -3.584 -3.221 -2.838 0.51
H -5.675 -2.191 -1.460 0.39
H -5.444 -0.448 -1.278 0.24
H -5.235 -1.509 0.112 0.26
H -3.885 0.575 0.381 -0.20
H 0.817 1.712 -3.209 0.18
H 0.973 3.426 -2.789 0.28
H -0.196 2.920 -4.003 0.45
H -2.051 4.304 -2.260 0.49
H -4.122 4.226 -0.515 0.41
H -3.877 3.150 0.864 0.19
H -4.785 2.585 -0.538 0.22
H 1.373 -1.919 2.313 0.07
H 0.484 -2.573 3.697 0.39
H 1.311 -1.024 3.828 0.32
H -1.589 -0.619 4.645 0.50
H -3.918 0.653 4.181 0.40
H -4.633 0.181 2.632 0.23
H -3.805 1.731 2.788 0.17
F 5.331 1.639 4.787 -0.32
C 4.230 1.734 4.033 0.74
C 4.011 0.860 2.991 -0.15
F 4.907 -0.103 2.730 -0.33
C 2.869 0.976 2.222 -0.95
F 2.739 0.070 1.224 -0.14
C 1.884 1.946 2.425 1.35
S 0.453 2.112 1.459 -0.41
C 2.157 2.810 3.493 -0.13
F 1.292 3.783 3.788 -0.33
C 3.289 2.714 4.278 0.20
F 3.489 3.573 5.284 -0.31
N 2.797 -1.505 -2.209 0.15
C 2.174 -2.450 -1.414 0.26
C 2.599 -3.777 -1.568 -0.92
C 1.982 -4.767 -0.846 -0.76
C 0.936 -4.427 0.009 -1.16
C 0.583 -3.103 0.099 -0.72
N 1.198 -2.114 -0.578 1.02
C 2.909 -0.122 -2.109 0.18
C 3.893 0.479 -2.900 -0.87
C 4.170 1.814 -2.719 -0.54
C 3.456 2.523 -1.761 -1.48
C 2.445 1.873 -1.090 -0.52
N 2.145 0.572 -1.269 0.81
H 3.473 -1.906 -2.833 0.21
H 3.404 -4.008 -2.255 0.49
H 2.301 -5.796 -0.950 0.40
H 0.404 -5.170 0.585 0.50
H -0.246 -2.787 0.719 0.58
H 4.445 -0.116 -3.619 0.48
H 4.942 2.294 -3.308 0.43
H 3.659 3.565 -1.558 0.53
H 1.812 2.393 -0.372 0.35
```

As for the HOMO-LUMO gap (alpha / beta): 6.81 / 6.72 eV. As for the multiplicity: 4. The calculation puts the largest force on an atom at 0.006 Eh/bohr. Its net charge is 0. For the HOMO energy (alpha / beta), the calculation gives -6.68 / -6.67 eV.

***

No. 6
Here is a gas-phase ion, C5H6N (charge +1) at a distorted geometry from the OMol25 dataset. Energies are from the ωB97M-V functional and the def2-TZVPD basis.

```
12
Properties=species:S:1:pos:R:3:mulliken_charge:R:1
C 2.707 0.414 0.024 -0.75
C 1.407 0.096 -0.112 0.12
C 0.313 -0.539 -0.008 0.36
C -0.873 -1.363 -0.022 -0.29
N -1.255 -0.012 -0.015 0.03
C -1.964 1.023 -0.031 -0.11
H 3.011 1.015 -0.764 0.30
H 3.210 0.422 1.011 0.29
H -1.134 -1.994 -0.993 0.27
H -0.992 -1.927 0.895 0.25
H -3.072 0.920 -0.157 0.29
H -1.358 1.945 0.171 0.26
```

As for the HOMO-LUMO gap: 9.69 eV. The calculation puts the largest force on an atom at 0.084 Eh/bohr. As for the SMILES: C=C=C1C[N+]1=C. Its net charge is +1. For the HOMO energy, the calculation gives -14.44 eV.